Record 1
This record from OMol25 describes a structure of composition C36H50AsIrN3O6S2Si in a non-equilibrium geometry. The level of theory is ωB97M-V/def2-TZVPD.

HOMO level (spin up / spin down)	-10.79 / -10.89	eV
energy	-148116.19397	eV

Geometry as ORCA input:
```
! wB97M-V def2-TZVPD RIJCOSX def2/J DEFGRID3
* xyz 1 5
Ir 12.231 10.979 15.586
C 15.838 11.801 13.906
C 15.723 10.587 14.792
C 16.720 9.671 14.942
C 16.496 8.604 15.845
C 15.310 8.467 16.565
C 14.274 9.406 16.244
N 14.548 10.377 15.349
N 12.957 9.470 16.686
Si 12.047 8.557 17.935
C 10.336 9.202 17.699
C 12.840 9.186 19.494
C 12.098 6.718 17.574
H 16.611 11.603 13.194
H 16.070 12.703 14.519
H 14.855 11.921 13.422
H 17.675 9.757 14.468
H 17.230 7.837 15.961
H 15.170 7.623 17.278
H 10.361 10.269 17.670
H 9.708 8.836 18.562
H 9.845 8.899 16.770
H 12.539 10.238 19.563
H 13.919 9.250 19.300
H 12.589 8.633 20.371
H 11.179 6.247 17.935
H 12.922 6.190 17.994
H 12.147 6.649 16.490
C 13.064 12.870 6.159
C 12.678 12.681 7.619
C 13.524 12.117 8.554
C 13.174 12.097 9.866
C 11.944 12.635 10.272
C 11.064 13.167 9.374
C 11.424 13.175 8.013
S 11.723 12.722 12.028
O 12.779 11.808 12.510
O 11.658 14.046 12.588
N 10.312 11.913 12.214
C 9.141 12.599 12.632
C 8.678 11.960 13.971
C 9.549 12.240 15.235
O 9.043 12.406 16.329
O 10.853 12.304 14.966
H 13.040 11.991 5.517
H 14.036 13.350 6.035
H 12.369 13.526 5.617
H 14.510 11.766 8.160
H 13.904 11.813 10.642
H 10.204 13.711 9.714
H 10.842 13.759 7.269
H 10.458 10.919 12.492
H 8.329 12.573 11.911
H 9.352 13.676 12.737
H 8.777 10.867 13.887
H 7.697 12.206 14.229
C 14.132 15.584 15.843
As 12.648 14.487 16.377
C 11.111 15.378 15.614
C 12.494 14.659 18.312
O 13.202 12.877 16.125
H 13.939 16.617 15.666
H 14.515 15.219 14.913
H 14.933 15.426 16.558
H 11.258 16.447 15.772
H 10.138 15.003 16.023
H 11.238 15.169 14.498
H 12.391 15.687 18.614
H 13.374 14.236 18.720
H 11.641 14.058 18.624
O 10.593 9.232 13.298
S 10.839 7.748 13.382
C 9.296 6.937 13.346
C 8.561 7.148 14.658
C 8.939 6.441 15.779
C 8.285 6.575 16.970
C 7.176 7.439 17.029
C 6.841 8.267 15.924
C 7.530 8.091 14.756
C 11.449 7.063 11.773
C 10.547 7.417 10.613
C 9.904 6.395 9.926
C 9.000 6.701 8.916
C 8.823 8.002 8.492
C 9.434 9.049 9.163
C 10.295 8.718 10.177
H 9.560 5.889 13.192
H 8.623 7.413 12.589
H 9.797 5.794 15.720
H 8.618 6.082 17.870
H 6.651 7.584 17.958
H 5.989 8.889 16.055
H 7.260 8.663 13.815
H 11.439 5.960 11.991
H 12.507 7.317 11.609
H 10.067 5.404 10.220
H 8.479 5.757 8.533
H 8.181 8.211 7.581
H 9.325 10.085 8.829
H 10.822 9.533 10.661
*
```


Record 2
This record from OMol25 describes a cluster of 9 separate species, C36H50BF8N4O28S in total in a non-equilibrium geometry. The level of theory is ωB97M-V/def2-TZVPD.

HOMO level	-11.55	eV
energy	-134678.08926	eV

Geometry as ORCA input:
```
! wB97M-V def2-TZVPD RIJCOSX def2/J DEFGRID3
* xyz 1 1
C 1.334 -1.666 1.232
O 2.503 -0.934 1.523
C 2.888 0.031 0.551
C 2.778 1.442 1.106
C 2.965 2.507 0.009
C 2.264 3.838 0.358
C 0.974 4.203 -0.390
C -0.293 3.619 0.242
C -1.498 3.799 -0.703
S -1.942 5.589 -0.562
C -3.280 5.209 0.396
N -4.036 6.082 1.154
N -3.612 3.947 0.364
C -2.808 3.026 -0.436
O -3.394 2.869 -1.727
N -4.785 2.566 -1.618
O -5.245 2.344 -2.656
B -2.759 1.650 0.437
O -2.157 1.715 1.686
N -3.398 0.505 -0.064
C -3.503 -0.627 0.877
C -2.957 0.054 -1.424
H 1.577 -2.692 0.964
H 0.745 -1.199 0.444
H 0.722 -1.702 2.131
H 3.929 -0.158 0.296
H 2.316 -0.057 -0.372
H 3.580 1.576 1.828
H 1.828 1.529 1.631
H 2.627 2.138 -0.954
H 4.028 2.706 -0.048
H 2.025 3.803 1.419
H 2.948 4.667 0.201
H 1.027 3.915 -1.440
H 0.914 5.291 -0.350
H -0.122 2.596 0.551
H -0.501 4.202 1.137
H -1.157 3.565 -1.705
H -3.460 6.846 1.492
H -4.827 6.451 0.634
H -4.423 3.619 0.873
H -2.782 1.854 2.408
H -2.606 -1.230 0.855
H -3.747 -0.311 1.881
H -4.315 -1.267 0.548
H -3.670 0.361 -2.182
H -2.930 -1.028 -1.422
H -1.984 0.452 -1.685
C 5.658 -1.606 2.194
C 6.416 -1.311 3.467
O 7.613 -0.725 2.983
C 7.331 -0.133 1.783
O 8.026 0.647 1.234
O 6.129 -0.564 1.327
F 6.721 -2.437 4.159
H 5.938 -2.578 1.785
H 4.578 -1.555 2.306
H 5.920 -0.608 4.138
C 1.434 3.203 -6.200
C 0.670 2.065 -5.561
O 1.587 1.594 -4.584
C 2.399 2.634 -4.237
O 3.134 2.631 -3.307
O 2.253 3.654 -5.107
F 0.389 1.069 -6.426
H 2.069 2.848 -7.011
H 0.802 4.005 -6.558
H -0.256 2.367 -5.065
C -7.215 -4.502 -0.021
C -6.917 -5.649 0.922
O -5.620 -5.323 1.392
C -5.469 -3.974 1.318
O -4.592 -3.369 1.834
O -6.457 -3.433 0.568
F -6.848 -6.840 0.283
H -6.831 -4.708 -1.020
H -8.269 -4.246 -0.079
H -7.594 -5.735 1.772
C 9.829 -1.974 5.817
C 9.395 -3.223 6.552
O 10.576 -3.596 7.235
C 11.312 -2.463 7.452
O 12.223 -2.381 8.198
O 10.830 -1.446 6.692
F 9.029 -4.219 5.710
H 10.277 -2.215 4.852
H 9.027 -1.257 5.671
H 8.596 -3.068 7.279
C -3.909 -8.262 0.332
C -3.054 -8.306 1.579
O -1.802 -7.844 1.107
C -2.036 -7.027 0.038
O -1.247 -6.282 -0.430
O -3.312 -7.179 -0.392
F -2.920 -9.566 2.063
H -3.820 -9.184 -0.243
H -4.953 -8.058 0.535
H -3.393 -7.654 2.385
C -2.759 -13.691 3.073
C -3.532 -12.390 3.027
O -4.573 -12.623 3.957
C -4.121 -13.532 4.873
O -4.640 -13.762 5.908
O -2.986 -14.119 4.420
F -4.072 -12.159 1.803
H -3.178 -14.422 2.381
H -1.697 -13.573 2.881
H -2.963 -11.517 3.338
C -2.386 8.477 -5.542
C -3.264 9.070 -6.625
O -2.554 8.729 -7.807
C -1.839 7.600 -7.558
O -1.332 6.912 -8.373
O -1.799 7.362 -6.219
F -3.359 10.415 -6.530
H -1.609 9.174 -5.235
H -2.939 8.148 -4.667
H -4.269 8.649 -6.681
C 2.150 8.260 -2.547
C 1.954 9.094 -3.796
O 0.535 9.084 -3.944
C -0.006 8.907 -2.714
O -1.157 9.068 -2.466
O 0.930 8.514 -1.825
F 2.518 8.535 -4.884
H 2.216 7.199 -2.791
H 3.014 8.555 -1.959
H 2.292 10.127 -3.708
*
```


Record 3
This record from OMol25 describes a structure of composition C36H50BeCaF10N4O16P3S3 in a non-equilibrium geometry. The level of theory is ωB97M-V/def2-TZVPD.

HOMO level	-10.17	eV
energy	-183227.19646	eV

Geometry as ORCA input:
```
! wB97M-V def2-TZVPD RIJCOSX def2/J DEFGRID3
* xyz 1 1
C 1.648 -2.355 2.019
C 2.004 -1.499 1.217
C 2.058 -0.714 -0.016
C 0.973 0.118 -0.362
P -0.455 0.244 0.763
S 0.102 0.377 2.656
C 1.042 0.825 -1.575
C -0.091 1.727 -2.102
C -0.649 1.008 -3.384
C -0.142 1.624 -4.734
O -2.091 0.866 -3.366
C -2.529 -0.247 -4.136
C -2.701 -1.572 -3.387
C -3.355 -2.694 -3.940
C -3.470 -3.895 -3.218
C -2.950 -4.031 -1.907
C -2.300 -2.902 -1.375
C -2.178 -1.719 -2.098
C 2.180 0.736 -2.409
C 3.218 -0.075 -2.029
C 3.157 -0.798 -0.821
C 4.467 -1.577 -0.675
O 4.946 -2.052 0.307
N 4.973 -1.540 -1.986
C 6.304 -2.110 -2.262
N 6.287 -3.305 -3.093
C 5.186 -3.354 -4.042
C 4.553 -0.413 -2.713
O 5.076 0.126 -3.652
H 1.390 -3.172 2.672
H -1.372 -0.816 0.593
H -1.187 1.440 0.498
H -0.877 1.925 -1.367
H 0.397 2.651 -2.446
H -0.214 -0.016 -3.351
H 0.727 1.061 -5.093
H -0.965 1.601 -5.469
H 0.195 2.670 -4.650
H -1.881 -0.377 -5.019
H -3.513 0.067 -4.534
H -3.771 -2.627 -4.952
H -3.967 -4.785 -3.631
H -3.015 -4.964 -1.335
H -1.873 -3.008 -0.374
H -1.647 -0.860 -1.688
H 2.221 1.281 -3.353
H 6.897 -1.331 -2.773
H 6.830 -2.324 -1.321
H 6.205 -4.113 -2.477
H 4.214 -3.574 -3.541
H 5.316 -4.122 -4.820
H 5.071 -2.394 -4.573
F -1.881 3.686 -0.520
P -1.033 4.750 0.452
F -1.985 3.898 1.498
F 0.197 4.482 1.502
F 0.261 4.414 -0.528
F -1.393 6.063 1.357
F -1.422 5.895 -0.654
C -0.963 -1.685 -6.983
C 0.147 -0.683 -7.173
O 0.936 -0.763 -5.982
S 0.918 -2.216 -5.418
O 2.079 -2.913 -5.804
O 0.514 -2.114 -4.024
O -0.324 -2.792 -6.273
H -1.741 -1.288 -6.333
H -1.410 -2.011 -7.918
H -0.236 0.323 -7.309
H 0.784 -0.948 -8.017
O -4.096 6.132 2.677
H -4.689 5.602 2.137
H -3.246 6.060 2.224
Be 1.485 1.656 -7.393
C -5.324 5.946 6.010
O -5.431 7.346 5.679
P -4.270 8.373 6.355
O -3.174 7.345 6.181
O -5.010 8.261 7.819
C -6.331 8.807 7.958
O -3.172 9.505 6.958
C -2.347 9.116 8.054
H -6.288 5.482 5.799
H -4.570 5.467 5.391
H -5.090 5.813 7.067
H -7.053 7.990 7.977
H -6.582 9.482 7.139
H -6.384 9.351 8.899
H -1.514 8.515 7.693
H -2.903 8.566 8.811
H -1.956 10.028 8.505
C -3.271 -6.634 1.281
O -3.448 -5.808 0.388
N -2.300 -7.561 1.294
C -2.148 -8.512 2.386
C -1.374 -7.617 0.184
H -3.920 -6.672 2.165
H -1.163 -8.386 2.836
H -2.244 -9.525 1.992
H -2.909 -8.349 3.145
H -0.851 -6.659 0.098
H -1.926 -7.797 -0.743
H -0.651 -8.414 0.338
F 7.781 -4.552 -1.577
C -1.489 -4.254 3.962
F -0.838 -5.093 3.113
F -0.593 -3.327 4.335
F -2.412 -3.616 3.220
S -2.231 -5.130 5.410
O -1.118 -5.754 6.085
O -3.166 -6.087 4.846
O -2.870 -4.101 6.193
N 6.403 3.210 0.435
C 7.184 3.404 1.497
C 7.761 2.375 2.228
C 7.512 1.071 1.835
C 6.702 0.848 0.733
C 6.178 1.949 0.073
H 7.348 4.440 1.770
H 8.388 2.591 3.082
H 7.942 0.240 2.379
H 6.471 -0.152 0.395
H 5.539 1.825 -0.798
Ca -0.239 -3.908 -3.068
*
```


Record 4
This record from OMol25 describes a cluster of 18 separate species, C36H50Cl51N2O2 in total in a non-equilibrium geometry. The level of theory is ωB97M-V/def2-TZVPD.

HOMO level	-11.57	eV
energy	-683848.59095	eV

Geometry as ORCA input:
```
! wB97M-V def2-TZVPD RIJCOSX def2/J DEFGRID3
* xyz 1 1
C -5.492 0.335 1.203
C -6.063 -0.082 2.148
N -6.775 -0.531 3.277
C -6.879 0.316 4.510
O -5.789 0.341 5.391
C -4.724 0.918 4.858
N -3.857 1.165 4.149
C -7.942 -0.530 5.298
C -7.797 -2.022 4.722
C -7.780 -3.170 5.752
O -9.066 -3.731 5.859
C -9.328 -4.787 4.936
C -10.314 -4.392 3.824
C -6.549 -1.897 3.804
C -6.246 -3.025 2.802
C -4.722 -3.313 2.916
C -4.170 -4.161 1.763
C -2.671 -3.852 1.565
C -2.394 -2.402 1.099
C -1.791 -2.343 -0.312
C -1.441 -0.905 -0.751
C -2.639 -0.031 -1.228
C -3.703 -0.782 -2.049
H -5.016 0.387 0.243
H -7.754 -0.573 2.958
H -7.360 1.273 4.297
H -7.563 -0.606 6.321
H -8.946 -0.111 5.323
H -8.724 -2.120 4.140
H -7.014 -3.898 5.445
H -7.501 -2.814 6.750
H -8.422 -5.182 4.463
H -9.810 -5.587 5.506
H -10.614 -5.304 3.297
H -11.208 -3.908 4.223
H -9.845 -3.752 3.067
H -5.743 -2.011 4.539
H -6.804 -3.923 3.075
H -6.446 -2.714 1.769
H -4.583 -3.774 3.903
H -4.221 -2.336 2.978
H -4.210 -5.205 2.097
H -4.750 -4.015 0.847
H -2.163 -4.029 2.522
H -2.226 -4.576 0.872
H -3.319 -1.808 1.142
H -1.648 -1.954 1.765
H -2.410 -2.883 -1.039
H -0.841 -2.917 -0.264
H -0.637 -0.873 -1.493
H -1.031 -0.404 0.139
H -3.077 0.490 -0.366
H -2.237 0.759 -1.888
H -4.279 -1.445 -1.388
H -4.374 -0.091 -2.569
H -3.200 -1.414 -2.776
C 2.404 -2.074 -1.993
Cl 1.080 -3.243 -2.025
Cl 2.339 -1.027 -3.405
Cl 2.348 -1.124 -0.507
H 3.341 -2.615 -2.012
C -3.199 4.156 6.758
Cl -4.443 2.917 6.488
Cl -2.477 3.985 8.354
Cl -1.982 4.042 5.492
H -3.673 5.128 6.700
C 0.628 2.956 3.099
Cl 2.070 3.621 3.872
Cl -0.486 4.245 2.635
Cl 1.061 1.986 1.693
H 0.127 2.313 3.813
C -2.806 -3.787 7.216
Cl -3.891 -5.176 7.299
Cl -1.325 -4.199 6.358
Cl -3.615 -2.420 6.433
H -2.547 -3.494 8.225
C 5.985 1.446 0.152
Cl 5.732 -0.275 0.442
Cl 5.457 1.879 -1.476
Cl 5.133 2.417 1.362
H 7.046 1.651 0.234
C -2.436 5.776 -0.527
Cl -2.590 5.865 1.229
Cl -0.743 5.856 -1.011
Cl -3.189 4.296 -1.132
H -2.953 6.624 -0.957
C 5.305 0.423 -5.924
Cl 5.175 0.504 -4.168
Cl 6.992 0.507 -6.438
Cl 4.533 -1.053 -6.518
H 4.781 1.273 -6.342
C 8.372 -0.566 3.905
Cl 7.324 -1.979 4.058
Cl 9.853 -0.983 3.039
Cl 7.525 0.752 3.097
H 8.643 -0.235 4.900
C -1.790 0.850 -5.363
Cl -3.280 0.773 -6.308
Cl -1.937 2.034 -4.060
Cl -1.394 -0.721 -4.686
H -0.987 1.155 -6.021
C 6.713 4.256 -4.914
Cl 5.234 3.727 -5.717
Cl 7.765 2.887 -4.535
Cl 7.568 5.430 -5.913
H 6.438 4.738 -3.983
C 2.350 -4.084 -8.338
Cl 1.029 -5.256 -8.329
Cl 2.260 -3.053 -9.766
Cl 2.332 -3.110 -6.865
H 3.285 -4.628 -8.372
C 4.367 4.933 -9.382
Cl 2.834 4.976 -10.256
Cl 4.395 6.167 -8.123
Cl 4.653 3.321 -8.710
H 5.162 5.149 -10.083
C -4.119 -4.608 -3.582
Cl -5.002 -3.092 -3.738
Cl -2.382 -4.321 -3.694
Cl -4.522 -5.406 -2.056
H -4.409 -5.263 -4.394
C 9.800 7.442 -2.932
Cl 8.620 6.143 -2.742
Cl 11.174 6.894 -3.894
Cl 9.050 8.861 -3.665
H 10.161 7.719 -1.950
C 14.047 6.884 -6.728
Cl 14.992 5.886 -5.619
Cl 15.049 8.154 -7.433
Cl 13.317 5.892 -7.992
H 13.251 7.356 -6.166
C 6.149 -4.571 -1.574
Cl 5.292 -5.917 -0.821
Cl 5.849 -4.534 -3.313
Cl 5.676 -3.037 -0.837
H 7.211 -4.711 -1.413
C 9.887 4.132 3.214
Cl 8.408 4.053 2.248
Cl 9.726 5.338 4.491
Cl 10.291 2.552 3.893
H 10.698 4.435 2.563
*
```